1.
The following is a DFT calculation (ωB97M-V with the def2-TZVPD basis set) of a molecular structure, C26H38FeIN4O2S3.

Atoms and positions in Å:
Fe: 0.33 -0.54 -0.24
C: -2.25 -3.01 -0.11
C: -1.44 -3.73 0.96
S: -0.27 -2.65 1.82
C: 1.23 -3.66 1.85
C: 1.77 -4.06 0.49
S: 2.01 -2.64 -0.62
C: 1.21 -3.21 -2.14
C: -0.28 -3.47 -2.07
S: -1.30 -2.13 -1.38
H: -2.88 -2.24 0.32
H: -2.90 -3.72 -0.62
H: -0.89 -4.57 0.56
H: -2.14 -4.14 1.69
H: 1.05 -4.56 2.45
H: 1.95 -3.05 2.39
H: 1.12 -4.77 -0.01
H: 2.74 -4.55 0.62
H: 1.71 -4.12 -2.47
H: 1.45 -2.44 -2.86
H: -0.50 -4.36 -1.48
H: -0.65 -3.66 -3.08
C: 4.25 0.11 2.36
C: 2.97 0.18 3.10
N: 2.98 0.16 4.42
C: 1.83 0.28 5.08
C: 0.56 0.47 4.47
C: -0.64 0.61 5.39
O: -0.27 0.91 6.71
C: 0.48 0.43 3.10
C: -0.80 0.62 2.43
N: -1.06 0.33 1.21
C: -2.41 0.58 0.77
C: -3.48 -0.04 1.40
C: -4.78 0.17 0.94
C: -5.00 1.00 -0.14
C: -3.94 1.65 -0.75
C: -2.64 1.44 -0.30
I: -1.06 2.53 -1.08
C: 1.71 0.26 2.35
O: 1.77 0.19 1.10
H: 5.06 -0.09 3.06
H: 4.44 1.07 1.86
H: 4.21 -0.65 1.58
H: 1.88 0.23 6.16
H: -1.16 -0.35 5.42
H: -1.35 1.34 5.00
H: -0.24 1.86 6.85
H: -1.60 1.05 3.03
H: -3.29 -0.70 2.24
H: -5.61 -0.32 1.44
H: -6.00 1.17 -0.50
H: -4.12 2.34 -1.57
C: 0.65 -0.38 -5.28
C: 1.13 0.96 -4.73
N: 2.30 0.88 -3.86
C: 3.60 1.25 -4.45
C: 4.27 0.10 -5.18
C: 2.20 0.44 -2.60
C: 3.42 0.42 -1.73
N: 1.06 0.05 -2.08
H: -0.22 -0.22 -5.92
H: 0.36 -1.08 -4.50
H: 1.43 -0.86 -5.88
H: 0.32 1.46 -4.19
H: 1.39 1.62 -5.55
H: 4.25 1.64 -3.67
H: 3.42 2.08 -5.13
H: 4.46 -0.74 -4.51
H: 5.23 0.43 -5.58
H: 3.67 -0.25 -6.02
H: 3.80 1.43 -1.59
H: 4.22 -0.17 -2.18
H: 3.17 0.00 -0.76
H: 0.29 0.14 -2.74

Its total charge is +2. The value obtained for the orbital gap (alpha / beta) is 7.95 / 5.82 eV. The calculation puts the LUMO energy (alpha / beta) at -5.92 / -8.05 eV. The expectation value of S² is 8.789. The multiplicity is 6. The value obtained for the energy above the lowest of the compared OMol25 structures with the same formula, charge and spin is 0.00 kcal per mole.

Atomic partial charges in e from the Löwdin method, atoms 1 to 4: atom 1 (Fe): 0.48, atom 2 (C): -0.47, atom 3 (C): -0.47, atom 4 (S): 0.90

2.
The following is a DFT calculation (ωB97M-V with the def2-TZVPD basis set) of a molecular structure, C26H38N5S2Si2V in a non-equilibrium geometry.

Atoms and positions in Å:
V: 0.98 0.30 0.32
C: -1.03 -3.37 0.20
C: -1.32 -3.69 1.54
C: -1.01 -2.78 2.52
C: -0.41 -1.54 2.18
N: -0.01 -1.31 0.88
C: -0.36 -2.20 -0.07
C: -0.24 -0.45 3.06
C: -0.63 -0.43 4.42
C: -0.51 0.72 5.14
C: -0.01 1.88 4.52
C: 0.38 1.79 3.20
N: 0.30 0.68 2.47
H: -1.32 -4.03 -0.61
H: -1.77 -4.64 1.79
H: -1.23 -2.99 3.56
H: -0.04 -1.96 -1.08
H: -1.04 -1.32 4.87
H: -0.81 0.75 6.19
H: 0.07 2.82 5.06
H: 0.78 2.66 2.69
C: -1.33 2.55 0.14
Si: -0.55 2.23 -1.56
C: 0.23 3.86 -2.14
C: -2.02 1.78 -2.67
N: 0.64 1.00 -1.39
C: 1.43 0.48 -2.41
C: 1.37 0.83 -3.76
C: 2.19 0.21 -4.70
C: 3.06 -0.79 -4.29
C: 3.14 -1.15 -2.95
C: 2.36 -0.51 -1.98
N: 2.36 -0.74 -0.63
Si: 3.37 -1.80 0.26
C: 3.63 -1.12 2.01
C: 2.62 -3.54 0.48
C: 5.13 -2.07 -0.43
H: -2.40 2.73 0.05
H: -0.89 3.42 0.64
H: -1.21 1.69 0.79
H: -0.45 4.70 -1.99
H: 0.52 3.83 -3.20
H: 1.14 4.04 -1.56
H: -2.68 2.65 -2.79
H: -2.61 0.99 -2.19
H: -1.73 1.43 -3.66
H: 0.67 1.59 -4.08
H: 2.13 0.50 -5.74
H: 3.69 -1.29 -5.02
H: 3.81 -1.95 -2.65
H: 2.68 -0.87 2.49
H: 4.24 -0.21 1.98
H: 4.15 -1.86 2.63
H: 1.85 -3.53 1.26
H: 3.39 -4.26 0.78
H: 2.15 -3.90 -0.44
H: 5.47 -1.19 -0.98
H: 5.19 -2.93 -1.09
H: 5.82 -2.23 0.40
C: 2.36 1.80 0.81
H: 3.20 1.76 0.11
H: 2.78 1.74 1.82
H: 1.89 2.78 0.70
S: -3.33 -0.43 1.13
C: -4.53 0.30 0.30
N: -5.05 -0.15 -0.89
C: -6.44 0.24 -1.11
C: -6.53 1.68 -0.63
S: -5.32 1.81 0.74
H: -4.79 -1.10 -1.10
H: -7.13 -0.39 -0.55
H: -6.68 0.16 -2.17
H: -7.51 1.93 -0.24
H: -6.25 2.40 -1.41

Its total charge is -1. The value obtained for the orbital gap (alpha / beta) is 4.29 / 5.55 eV. The calculation puts the LUMO energy (alpha / beta) at 2.06 / 2.06 eV. The expectation value of S² is 3.789. The multiplicity is 4. The value obtained for the energy above the lowest of the compared OMol25 structures with the same formula, charge and spin is 32.58 kcal per mole.

Atomic partial charges in e from the Löwdin method, atoms 1 to 4: atom 1 (V): 0.72, atom 2 (C): -0.11, atom 3 (C): -0.10, atom 4 (C): -0.06

3.
The following is a DFT calculation (ωB97M-V with the def2-TZVPD basis set) of a molecular structure, C26H39BCdN6S3Te4 in a non-equilibrium geometry.

Atoms and positions in Å:
Cd: -2.79 -0.60 -0.34
C: -3.36 -5.65 -4.32
C: -2.72 -5.19 -5.47
C: -3.72 -4.79 -6.39
C: -4.99 -4.92 -5.77
C: -4.75 -5.52 -4.53
H: -2.86 -6.05 -3.40
H: -1.66 -5.24 -5.64
H: -3.53 -4.49 -7.40
H: -5.93 -4.63 -6.21
H: -5.47 -5.88 -3.80
C: -4.08 -0.20 4.86
C: -3.31 -1.31 4.10
C: -4.12 -1.98 3.05
C: -2.99 -2.39 5.15
N: -2.09 -0.68 3.52
C: -0.77 -0.79 4.16
C: 0.15 -0.11 3.48
N: -0.52 0.44 2.34
B: 0.13 1.70 1.80
N: -0.55 2.16 0.45
C: -1.38 3.31 0.33
C: -1.32 3.86 -0.88
N: -0.76 2.89 -1.66
C: -0.29 1.74 -0.86
S: -0.11 0.12 -1.28
C: -1.04 2.91 -3.21
C: -2.57 2.72 -3.47
C: -0.68 4.30 -3.78
C: -0.11 2.06 -4.07
N: 1.80 1.58 1.52
C: 2.43 2.63 0.93
C: 3.76 2.40 0.74
N: 3.99 1.02 1.13
C: 2.80 0.53 1.62
S: 2.54 -0.95 2.29
C: 5.35 0.54 1.77
C: 6.45 1.64 1.63
C: 5.14 0.66 3.30
C: 5.78 -0.85 1.38
C: -1.90 0.15 2.46
S: -3.26 0.84 1.58
H: -4.26 -0.41 5.92
H: -5.07 -0.06 4.41
H: -3.49 0.76 4.81
H: -4.86 -2.60 3.56
H: -3.53 -2.64 2.39
H: -4.56 -1.24 2.42
H: -3.85 -3.05 5.42
H: -2.65 -1.91 6.10
H: -2.13 -3.07 4.84
H: -0.60 -1.48 4.95
H: 1.11 0.14 3.78
H: 0.19 2.60 2.57
H: -1.82 3.76 1.24
H: -1.59 4.88 -1.22
H: -2.86 1.69 -3.36
H: -2.62 2.80 -4.56
H: -3.35 3.36 -3.05
H: -1.07 5.18 -3.24
H: -0.87 4.30 -4.89
H: 0.46 4.39 -3.68
H: 0.81 1.76 -3.53
H: 0.37 2.57 -4.94
H: -0.58 1.14 -4.45
H: 1.85 3.50 0.66
H: 4.61 3.06 0.48
H: 6.09 2.65 1.79
H: 6.95 1.73 0.63
H: 7.19 1.45 2.40
H: 4.26 1.27 3.58
H: 6.03 1.17 3.75
H: 5.06 -0.30 3.75
H: 5.59 -1.09 0.33
H: 5.20 -1.46 2.00
H: 6.80 -0.99 1.70
Te: 4.63 -3.78 -4.90
Te: 6.57 -4.50 -6.44
Te: 5.65 -1.48 -3.86
Te: 3.67 -2.05 -2.45

Its total charge is -2. The value obtained for the orbital gap (alpha / beta) is 2.90 / 3.79 eV. The calculation puts the LUMO energy (alpha / beta) at 2.23 / 3.12 eV. The multiplicity is 1. The value obtained for the energy above the lowest of the compared OMol25 structures with the same formula, charge and spin is 26.35 kcal per mole.

Atomic partial charges in e from the Löwdin method, atoms 1 to 4: atom 1 (Cd): 0.80, atom 2 (C): -0.24, atom 3 (C): -0.23, atom 4 (C): -0.24